# 1
Below is an isolated molecule of C20H19N5O2S2, with properties calculated with ωB97M-V/def2-TZVPD.

Cartesian coordinates (Å):
C (1.999909, -1.271830, -1.374699)
S (-0.762224, 1.094128, 3.655573)
O (2.548451, -1.693367, 1.360892)
H (1.271862, -0.641163, 3.052026)
C (1.061496, 0.807074, -4.759633)
C (2.013246, 0.989252, -0.549861)
H (-2.849139, -1.905094, 5.181927)
C (-3.916984, 1.125244, 4.826910)
H (3.711082, -2.122355, -7.194879)
C (2.493785, -0.749094, -6.098122)
H (-2.365121, 2.462818, 5.451045)
C (-3.316082, 2.489535, 4.920666)
C (3.992821, -2.312828, -5.080771)
N (-0.600034, 1.116771, 1.092103)
H (1.306651, -2.027586, -1.751464)
C (-5.725016, -0.351621, 4.340654)
C (1.378329, -0.384917, -0.289663)
H (4.719189, -3.107510, -5.161515)
C (2.453298, 0.939666, -2.008855)
H (0.295763, -0.307768, -0.406129)
C (2.102921, -0.260575, -4.857381)
H (2.901279, 1.151332, 0.065216)
C (3.629496, -1.835829, -3.836215)
N (-3.098386, 0.111727, 5.075944)
C (-5.244272, 0.941209, 4.450165)
H (2.884521, -1.778690, -0.968986)
H (0.342936, 0.576674, -3.973947)
N (-1.594632, 1.939119, 1.379089)
H (2.044970, -0.330001, -6.987281)
N (2.351909, -0.343894, -2.429487)
N (0.985326, -0.310048, 2.137085)
C (3.428313, -1.760716, -6.217549)
H (-5.873111, 1.793545, 4.244198)
H (-5.203596, -2.432289, 4.527708)
H (0.534111, 0.915207, -5.704002)
H (-3.993076, 3.205302, 5.383579)
C (-4.868173, -1.410256, 4.604402)
C (-1.833598, 2.067845, 2.635858)
H (1.320690, 1.811466, -0.382485)
O (2.846070, 1.880264, -2.657888)
H (1.528925, 1.758417, -4.506159)
C (-3.562893, -1.120530, 4.967724)
C (1.699574, -0.876114, 1.096938)
H (4.078052, -2.253209, -2.947426)
C (-0.044102, 0.583333, 2.126748)
C (2.700957, -0.807332, -3.717715)
S (-3.025474, 3.166134, 3.233881)
H (-6.750020, -0.531445, 4.051781)

Atoms 1-6, force components in eV/Å:
0.1 -0.4 0.4
0.2 0.1 -1.2
0.2 -0.1 0.0
0.1 0.0 -0.3
0.1 0.2 0.0
-0.1 0.1 -0.1

Output
- LUMO energy (eV) = 0.2
- energy above the lowest of the compared OMol25 structures with the same formula, charge and spin (kcal per mole) = 0.00
- SMILES = Cc1ccccc1N1C[C@@H](C(=O)Nc2nnc(SCc3ccccn3)s2)CC1=O
- HOMO-LUMO gap (eV) = 8.802
- HOMO energy (eV) = -8.6


# 2
Below is an isolated molecule of C20H19N5OS, with properties calculated with ωB97M-V/def2-TZVPD.

Cartesian coordinates (Å):
N (-2.235427, 0.073288, -1.153887)
C (0.440265, 1.801418, -0.431477)
C (-2.764160, -1.203741, -1.000085)
C (-2.854562, 1.196568, -0.703692)
N (1.526085, 0.553512, -1.785327)
N (0.329128, 1.108646, -1.535766)
C (4.600181, -1.916530, -0.864730)
H (1.846000, 4.382967, 0.500998)
H (3.042368, 1.801867, 1.640839)
C (4.669955, -3.212643, -0.385042)
C (-4.758085, -2.402137, -0.128010)
H (4.202969, 0.487078, -1.736862)
C (-4.636802, 0.012374, 0.075954)
C (-2.143653, 2.494433, -0.908340)
H (-2.835453, 3.319106, -0.748716)
C (2.215475, 2.386824, 1.230122)
H (-6.304138, 0.947934, 1.023603)
H (-1.671467, 2.548751, -1.888083)
C (3.186894, -2.631019, 1.400238)
C (2.350565, 0.904037, -0.843167)
H (1.411713, 2.429848, 1.971229)
H (-7.511444, -1.184073, 1.396765)
H (-1.306436, 0.165687, -1.584730)
C (2.679186, 3.798639, 0.883842)
C (-6.547194, -1.183299, 0.909602)
O (-2.158128, -2.178679, -1.386244)
H (4.011204, -4.586127, 1.119811)
H (2.506815, -0.611137, 1.439513)
H (-4.298786, -3.320558, -0.461502)
N (-3.994546, 1.211033, -0.113129)
C (-5.885222, 0.005965, 0.706922)
H (2.626711, -2.905655, 2.281836)
H (-6.519430, -3.314330, 0.658712)
H (5.147818, -1.643238, -1.754890)
H (3.462581, 3.770740, 0.129325)
C (3.760379, 0.452318, -0.740559)
H (5.273839, -3.943479, -0.902183)
C (3.122139, -1.334439, 0.922644)
C (3.962742, -3.573575, 0.748278)
C (-4.072517, -1.206369, -0.343868)
N (1.705494, 1.707039, 0.067502)
H (4.323102, 1.122773, -0.085589)
S (-0.814563, 2.736093, 0.326275)
C (-5.986733, -2.389976, 0.492918)
H (3.066555, 4.286240, 1.773563)
C (3.828571, -0.964170, -0.214622)

Atoms 1-6, force components in eV/Å:
0.0 -0.2 -0.1
0.0 0.0 -0.1
0.1 0.1 0.0
-0.3 -0.1 0.1
1.0 -0.5 -0.4
-0.6 0.5 0.3

Output
- LUMO energy (eV) = 0.5
- energy above the lowest of the compared OMol25 structures with the same formula, charge and spin (kcal per mole) = 0.00
- SMILES = CCn1c(Cc2ccccc2)nnc1SCc1nc2ccccc2c(=O)[nH]1
- HOMO-LUMO gap (eV) = 8.858
- HOMO energy (eV) = -8.4


# 3
Below is a structure of composition C20H19N6O2SZr, with properties calculated with ωB97M-V/def2-TZVPD.

Cartesian coordinates (Å):
H (-5.514678, -3.068140, -0.738476)
C (-1.339516, 2.820423, -1.595542)
H (-2.813849, -2.829297, -3.155835)
N (-3.734797, -2.007823, -0.765074)
H (3.963481, -0.925171, 3.590578)
C (-4.937039, -2.490087, -1.455471)
O (-1.554845, -0.476159, 1.541935)
C (0.806641, -0.775876, 3.327453)
C (0.817737, 2.840666, 1.256599)
C (-0.675215, 3.146901, -0.421388)
H (1.999452, -0.893647, 5.228846)
C (-0.991766, 5.590908, -0.687719)
H (-4.239209, -0.418320, 0.626785)
O (1.721684, -0.435661, -0.597754)
H (1.400101, 2.332808, 2.008095)
C (4.780393, -2.171672, -1.409163)
H (-4.637945, -3.120175, -2.318637)
N (-1.576628, -1.304582, -0.541747)
C (-3.640187, -1.341210, 0.543148)
C (-1.744363, 5.207926, -1.784393)
C (2.611220, -0.906950, 2.019185)
H (4.984209, -2.063231, 1.947281)
C (-0.463189, 4.491507, 0.020767)
C (-2.526212, -1.918263, -1.329848)
H (-0.813581, 6.577639, -0.344729)
H (-1.346932, 1.838847, -2.036389)
H (3.020156, -1.602160, -2.518006)
H (-2.162329, 6.018786, -2.345840)
N (3.016430, -0.926686, 3.283736)
H (-2.495867, 3.725465, -3.171586)
C (3.549361, -1.631565, -1.588487)
C (-2.179355, -0.981178, 0.609361)
H (-1.204838, -2.420202, -2.654223)
H (6.277026, -2.881112, 0.024011)
H (-3.973770, -2.020727, 1.325175)
N (0.019345, 2.214556, 0.374824)
C (4.647437, -1.809149, 0.942022)
S (0.675807, 4.509377, 1.303581)
C (3.358156, -1.223728, 0.864624)
C (5.372401, -2.315329, -0.117630)
N (-2.187400, -2.407769, -2.509093)
H (-0.262420, -0.720524, 3.611427)
C (2.907227, -1.125672, -0.456632)
C (1.898876, -0.908094, 4.135729)
H (5.282919, -2.634277, -2.224813)
N (1.235793, -0.771573, 2.006822)
Zr (0.131447, 0.039534, 0.280294)
C (-1.887764, 3.899962, -2.268045)
H (-5.573624, -1.729297, -1.835736)

Atoms 1-6, force components in eV/Å:
0.0 -0.3 -0.2
-0.2 1.3 0.0
-0.3 -0.3 -0.4
1.5 1.2 -0.4
0.7 -0.2 0.2
0.4 -1.2 0.2

Output
- LUMO energy (eV) = -9.8
- energy above the lowest of the compared OMol25 structures with the same formula, charge and spin (kcal per mole) = 0.00
- total charge = +3
- HOMO-LUMO gap (eV) = 7.071
- HOMO energy (eV) = -16.9


# 4
Below is a structure of composition C20H19N7O2PtS, with properties calculated with ωB97M-V/def2-TZVPD.

Cartesian coordinates (Å):
C (-0.136998, -4.155843, -5.539899)
H (0.805330, -5.954479, -2.836666)
H (3.685856, -0.087704, 3.881631)
N (-1.788140, -1.274872, 2.017034)
C (4.613415, -0.143630, 3.328748)
C (1.516178, 2.716013, -1.445983)
H (5.741929, -0.619691, 0.171258)
H (3.082280, 0.077193, -1.443974)
C (8.274275, 0.167000, 3.922850)
C (6.978794, -0.276487, 1.881327)
O (-1.036651, -1.763867, -0.097202)
N (-0.745662, -0.379899, 2.197130)
H (0.067832, -0.731773, -4.930353)
C (5.823329, 0.020444, 3.975527)
C (3.295839, -0.457801, 1.282479)
S (-1.101855, 0.720573, -1.877125)
O (-2.656064, -2.983426, 0.851958)
H (0.011371, -3.907684, -1.692637)
C (0.426531, -5.124655, -3.419896)
H (5.857238, 0.203717, 5.041238)
C (2.207623, -0.486647, 0.747501)
C (7.012875, -0.039324, 3.252268)
N (1.662888, 1.461545, -1.058128)
H (0.720820, -6.108196, -5.308723)
C (3.339075, 1.953647, -2.425194)
Pt (0.458032, -0.235942, -0.101436)
C (-0.009380, -3.980626, -2.774217)
H (-2.264755, -1.650548, 2.820349)
C (4.564587, -0.365805, 1.947491)
C (-1.844907, -2.076276, 0.881356)
H (4.245508, 1.766072, -2.976889)
H (-0.077007, -0.718884, 2.877016)
H (-0.051290, 0.899791, -4.351424)
C (-0.710974, -0.475805, -3.047119)
H (-1.048117, -2.221127, -5.484484)
C (2.554263, 3.081280, -2.317220)
C (0.380032, -5.211437, -4.807371)
H (-1.080828, 0.535075, 2.463162)
N (-0.260912, -0.076380, -4.242367)
N (-0.902532, -1.761257, -2.782697)
N (2.764663, 1.008362, -1.665750)
H (7.906594, -0.323526, 1.326897)
C (-0.490209, -2.904637, -3.516182)
H (2.710773, 4.037732, -2.785099)
C (5.766228, -0.440985, 1.238110)
H (-1.169512, -1.945977, -1.802416)
N (9.275043, 0.341406, 4.461473)
C (-0.578731, -3.002870, -4.900798)
H (-0.213848, -4.229599, -6.617387)
H (0.678785, 3.299961, -1.101268)

Atoms 1-6, force components in eV/Å:
0.0 0.0 0.0
0.0 0.0 0.0
0.0 0.0 0.0
-0.1 0.0 -0.2
0.1 0.0 0.0
-0.2 0.1 0.1

Output
- LUMO energy (eV) = -0.2
- energy above the lowest of the compared OMol25 structures with the same formula, charge and spin (kcal per mole) = 8.94
- HOMO-LUMO gap (eV) = 7.664
- HOMO energy (eV) = -7.9


# 5
Below is an isolated molecule of C20H19O2P, with properties calculated with ωB97M-V/def2-TZVPD.

Cartesian coordinates (Å):
C (0.955388, -1.659380, 1.914033)
C (-5.151343, 0.731293, 1.398465)
H (-0.863453, 2.365928, -0.623047)
H (1.359284, 0.045426, -2.521813)
H (-1.904764, 1.661337, 1.370735)
C (-3.999867, -0.286859, -0.438163)
H (4.974736, 0.574671, 2.234880)
C (1.429822, -2.804700, 1.294654)
C (1.019188, 1.355001, -0.867250)
H (-0.275098, 0.078074, 1.729935)
C (1.030133, -3.112934, 0.005405)
C (-2.813582, 1.162518, 1.066222)
C (0.092283, -0.812671, 1.244423)
C (-0.295253, -1.112074, -0.053889)
H (3.282799, 2.065798, 1.540259)
H (1.394460, -4.008814, -0.475481)
H (-0.521412, 1.840027, -2.285173)
C (5.525610, 0.857354, 1.331601)
H (-6.057594, 0.888469, 1.964789)
C (-2.822046, 0.336571, -0.049952)
C (-0.412290, 1.580177, -1.228870)
H (5.620538, 1.947520, 1.289981)
C (2.881692, 1.611539, 0.647828)
C (0.168118, -2.266221, -0.667276)
C (1.790765, 0.485339, -1.634176)
H (1.262818, -1.424822, 2.923023)
O (-1.684554, -0.608647, -2.370292)
C (3.080042, 0.176178, -1.266571)
C (3.638703, 0.730507, -0.112921)
H (3.680587, -0.502552, -1.850869)
H (-6.078913, -0.574562, -0.022877)
H (6.518868, 0.412175, 1.362692)
C (-3.977694, 1.357265, 1.787178)
O (4.914739, 0.345932, 0.173135)
C (1.583218, 1.911783, 0.267581)
H (-3.983551, -0.915159, -1.316860)
H (1.005638, 2.593691, 0.876753)
P (-1.350659, -0.023898, -1.066299)
C (-5.163398, -0.090078, 0.283223)
H (-0.155865, -2.480334, -1.675476)
H (-3.971666, 2.001614, 2.654624)
H (2.110062, -3.458509, 1.820653)

Atoms 1-6, force components in eV/Å:
0.0 0.1 0.2
0.0 0.0 0.0
0.0 0.0 0.0
0.0 -0.1 -0.1
0.1 0.1 0.1
0.0 -0.1 -0.1

Output
- LUMO energy (eV) = 0.7
- energy above the lowest of the compared OMol25 structures with the same formula, charge and spin (kcal per mole) = 0.00
- SMILES = COc1ccc(CP(=O)(c2ccccc2)c2ccccc2)cc1
- HOMO-LUMO gap (eV) = 8.934
- HOMO energy (eV) = -8.2


# 6
Below is a cluster of 2 separate species, C20H20Br2N2O2S in total, with properties calculated with ωB97M-V/def2-TZVPD.

Cartesian coordinates (Å):
H (-4.016620, -0.673485, 5.428735)
H (4.698801, 0.223492, 0.502589)
H (4.330195, 4.020349, -2.689375)
C (-2.082493, -1.641295, 3.803080)
C (-0.728277, -0.907481, -0.184211)
C (-2.880516, -2.206753, -3.688292)
H (2.337281, 4.648592, -3.638813)
H (-4.520712, -2.314573, 4.856984)
C (-3.799402, -1.753779, 5.471794)
H (2.276203, -0.434684, 0.484506)
H (5.329289, 1.990951, -1.277670)
H (0.069686, -0.633965, -2.754417)
H (-0.027134, -2.194205, 4.175469)
C (-0.891538, -1.131752, -2.642100)
C (-2.624260, -2.115918, -1.225651)
C (-2.543038, -0.794960, 1.569367)
C (3.504574, 3.930232, -1.968726)
C (2.064983, 2.021310, -1.562328)
C (4.383898, 1.973207, -0.718356)
C (2.589814, 0.555584, 0.148835)
Br (-5.081896, -3.242724, -2.123307)
C (-1.555835, -1.503711, -3.768633)
C (-0.723577, -1.813867, 3.428528)
C (-1.188483, -1.014917, 1.165872)
H (4.527194, 2.584800, 0.185524)
O (-3.516785, -2.570250, -4.678846)
S (0.968630, 3.077949, -2.464619)
C (-2.968801, -1.055661, 2.865551)
C (2.187764, 4.409408, -2.581535)
C (-0.287607, -1.443093, 2.180611)
H (3.757993, 4.577002, -1.105408)
Br (-0.866484, -1.189305, -5.492858)
H (2.500719, 1.263630, 0.997638)
H (4.173593, -0.144606, -1.129869)
O (-2.439996, -2.046661, 5.057793)
N (1.699120, 0.938717, -0.945981)
C (-1.413470, -1.346342, -1.315527)
H (-3.285740, -0.471044, 0.835629)
H (0.294694, -0.570922, -0.330190)
N (3.312846, 2.564737, -1.513886)
H (0.753380, -1.592800, 1.894011)
C (4.033675, 0.556495, -0.302947)
H (-3.996918, -0.826324, 3.168758)
H (-2.945685, -2.467193, -0.249370)
H (-3.855865, -2.096005, 6.512029)
H (1.823363, 5.318998, -2.079140)
C (-3.376566, -2.457179, -2.301246)

Atoms 1-6, force components in eV/Å:
0.2 -0.4 0.0
0.0 0.2 -0.1
-0.2 -0.3 0.2
0.2 0.3 -0.7
-0.3 -0.9 -1.9
-0.8 -0.2 -1.1

Output
- LUMO energy (eV) = -0.9
- energy above the lowest of the compared OMol25 structures with the same formula, charge and spin (kcal per mole) = 33.11
- SMILES = COc1ccc(C=C2C=C(Br)C(=O)C(Br)=C2)cc1.C1CN=C2SCCN2C1
- HOMO-LUMO gap (eV) = 6.862
- HOMO energy (eV) = -7.7